Run A
The following is a quantum chemistry calculation of a cluster of 2 separate species, C4H8P2 in total, from the Open Molecules 2025 dataset.

Results
SMILES string: C1=P#[PH]1.C=CC
M: 118.06 g/mol
gap between HOMO and LUMO: 8.73 eV

ORCA input file:
```
! RIJCOSX wB97M-V def2-TZVPD def2/J DEFGRID3
* xyz 0 1
C 3.005 1.009 -0.317
P 3.239 -0.380 -1.156
P 1.581 1.092 -1.445
H 3.568 1.483 0.494
H 2.179 1.953 -2.476
C -0.407 -1.447 0.294
C -1.467 -0.928 0.922
C -2.322 0.209 0.466
H 0.115 -2.212 0.713
H 0.223 -1.056 -0.432
H -1.938 -1.418 1.736
H -1.954 1.191 0.872
H -3.371 0.078 0.874
H -2.451 0.424 -0.546
*
```

=====

Run B
The following is a quantum chemistry calculation of a structure of composition C4H8P2, from the Open Molecules 2025 dataset.

Results
M: 118.06 g/mol
gap between HOMO and LUMO: 8.82 eV

ORCA input file:
```
! RIJCOSX wB97M-V def2-TZVPD def2/J DEFGRID3
* xyz 0 1
C 1.227 0.293 -0.014
C -1.216 -0.010 -0.451
C 2.711 0.259 0.018
C -2.552 0.290 0.180
P -0.004 1.422 -0.438
P 0.316 -1.167 0.602
H -1.341 -0.522 -1.497
H 3.273 1.177 -0.303
H 3.206 -0.577 -0.484
H 3.069 0.038 1.031
H -3.195 0.856 -0.421
H -2.384 0.867 1.054
H -3.206 -0.457 0.704
H 0.963 -1.978 -0.388
*
```

=====

Energy above the most stable structure, in hartree: run A 0.0271; run B 0.0000

=====

Run A
The following is a quantum chemistry calculation of a structure of composition C45H40AsN3O4Ru, from the Open Molecules 2025 dataset.

Results
<S²>: 6.05
M: 862.82 g/mol
gap between HOMO and LUMO (spin up / spin down): 6.70 / 3.20 eV

ORCA input file:
```
! RIJCOSX wB97M-V def2-TZVPD def2/J DEFGRID3
* xyz 2 5
Ru 0.200 0.423 0.294
O -3.652 -0.132 1.180
C -2.606 0.289 0.796
O -1.403 -0.131 1.252
C -2.468 1.344 -0.271
C -3.454 2.144 -0.806
C -3.084 3.075 -1.775
C -1.758 3.186 -2.190
C -0.828 2.349 -1.611
N -1.211 1.468 -0.690
C 0.661 2.309 -1.840
O 1.222 2.957 -2.668
O 1.276 1.447 -1.001
H -4.474 2.033 -0.463
H -3.833 3.730 -2.200
H -1.437 3.906 -2.931
C 3.608 1.500 0.861
C 3.514 0.074 0.401
C 4.466 -0.444 -0.467
C 4.437 -1.779 -0.842
C 3.457 -2.639 -0.352
C 2.478 -2.175 0.506
C 1.457 -3.102 1.102
C 2.512 -0.806 0.847
N 1.498 -0.291 1.717
C 1.570 -0.244 2.994
C 2.734 -0.790 3.746
C 0.537 0.560 3.726
C 0.135 0.127 5.102
N 0.171 1.587 3.069
C -0.615 2.625 3.665
C -1.897 2.436 4.189
C -2.617 1.111 4.216
C -2.553 3.546 4.719
C -1.962 4.794 4.733
C -0.694 4.962 4.195
C -0.010 3.893 3.641
C 1.369 4.084 3.070
H 3.832 2.155 0.020
H 4.420 1.602 1.585
H 2.698 1.860 1.339
H 5.251 0.205 -0.834
H 5.196 -2.162 -1.511
H 3.466 -3.686 -0.627
H 1.457 -4.056 0.579
H 0.445 -2.692 1.067
H 1.679 -3.302 2.154
H 3.630 -0.795 3.129
H 2.530 -1.820 4.054
H 2.903 -0.206 4.649
H 0.937 -0.392 5.622
H -0.712 -0.557 5.031
H -0.179 0.990 5.689
H -3.615 1.211 3.790
H -2.748 0.765 5.243
H -2.099 0.334 3.662
H -3.546 3.414 5.132
H -2.486 5.638 5.159
H -0.230 5.940 4.193
H 1.578 5.142 2.921
H 1.474 3.570 2.114
H 2.138 3.688 3.738
C 0.877 -5.870 -2.641
C 1.682 -4.860 -3.150
C 1.386 -3.530 -2.885
C 0.269 -3.224 -2.117
C -0.537 -4.231 -1.596
C -0.232 -5.556 -1.864
As -0.208 -1.379 -1.771
C 0.226 -0.521 -3.442
C 1.454 -0.051 -3.863
C 1.565 0.467 -5.152
C 0.455 0.508 -5.993
C -0.779 0.056 -5.560
C -0.915 -0.462 -4.268
C -2.164 -0.928 -3.656
C -3.420 -0.947 -4.272
C -4.529 -1.367 -3.558
C -4.412 -1.764 -2.228
C -3.168 -1.768 -1.601
C -2.059 -1.367 -2.321
H 1.110 -6.904 -2.854
H 2.540 -5.106 -3.761
H 2.017 -2.749 -3.290
H -1.407 -3.996 -0.994
H -0.862 -6.343 -1.472
H 2.315 -0.060 -3.207
H 2.517 0.847 -5.497
H 0.560 0.910 -6.992
H -1.636 0.110 -6.218
H -3.527 -0.633 -5.301
H -5.500 -1.387 -4.036
H -5.290 -2.078 -1.678
H -3.093 -2.086 -0.569
*
```

=====

Run B
The following is a quantum chemistry calculation of a structure of composition C45H40AsN3O4Ru, from the Open Molecules 2025 dataset.

Results
<S²>: 6.02
M: 862.82 g/mol
gap between HOMO and LUMO (spin up / spin down): 7.34 / 5.69 eV

ORCA input file:
```
! RIJCOSX wB97M-V def2-TZVPD def2/J DEFGRID3
* xyz 2 5
Ru -0.815 1.552 -1.159
O -0.678 4.496 -3.909
C -0.645 3.451 -3.332
O -1.352 3.136 -2.247
C 0.210 2.271 -3.780
C 0.878 2.116 -4.983
C 1.497 0.896 -5.234
C 1.424 -0.143 -4.308
C 0.750 0.093 -3.125
N 0.197 1.281 -2.898
C 0.453 -0.883 -2.014
O 0.827 -2.030 -2.009
O -0.314 -0.360 -1.067
H 0.887 2.927 -5.697
H 2.020 0.742 -6.168
H 1.864 -1.112 -4.497
C -1.642 0.039 3.024
C -2.741 -0.099 2.009
C -3.690 -1.104 2.187
C -4.709 -1.294 1.274
C -4.783 -0.500 0.140
C -3.852 0.502 -0.095
C -3.939 1.323 -1.347
C -2.858 0.713 0.874
N -1.865 1.708 0.611
C -1.609 2.696 1.397
C -2.431 3.069 2.579
C -0.407 3.540 1.045
C -0.038 4.682 1.929
N 0.226 3.172 -0.001
C 1.335 3.863 -0.555
C 1.196 5.180 -1.020
C -0.085 5.964 -0.972
C 2.312 5.765 -1.617
C 3.499 5.073 -1.758
C 3.600 3.761 -1.316
C 2.521 3.130 -0.717
C 2.673 1.724 -0.207
H -1.974 0.607 3.897
H -0.757 0.535 2.622
H -1.347 -0.947 3.384
H -3.617 -1.744 3.059
H -5.448 -2.068 1.440
H -5.577 -0.659 -0.579
H -4.857 1.091 -1.883
H -3.113 1.119 -2.046
H -3.931 2.397 -1.153
H -3.345 2.483 2.631
H -2.682 4.129 2.520
H -1.865 2.932 3.503
H -0.058 4.373 2.973
H -0.753 5.501 1.816
H 0.952 5.056 1.680
H -0.932 5.385 -0.613
H -0.338 6.298 -1.978
H 0.030 6.848 -0.343
H 2.230 6.779 -1.988
H 4.349 5.553 -2.225
H 4.530 3.218 -1.436
H 3.278 1.127 -0.890
H 1.720 1.212 -0.057
H 3.182 1.720 0.760
C -2.604 -5.184 3.716
C -3.170 -4.843 2.495
C -2.400 -4.226 1.523
C -1.059 -3.973 1.783
C -0.484 -4.293 3.012
C -1.267 -4.910 3.975
As 0.077 -3.255 0.397
C 1.749 -2.610 1.028
C 2.009 -1.543 1.873
C 3.329 -1.241 2.179
C 4.357 -1.990 1.623
C 4.093 -3.051 0.768
C 2.779 -3.377 0.458
C 2.344 -4.501 -0.396
C 3.179 -5.435 -0.992
C 2.629 -6.471 -1.737
C 1.256 -6.596 -1.889
C 0.402 -5.674 -1.298
C 0.957 -4.647 -0.555
H -3.209 -5.668 4.472
H -4.211 -5.062 2.300
H -2.841 -3.950 0.572
H 0.559 -4.082 3.211
H -0.831 -5.180 4.927
H 1.198 -0.969 2.302
H 3.558 -0.429 2.856
H 5.384 -1.749 1.868
H 4.913 -3.625 0.360
H 4.252 -5.374 -0.875
H 3.284 -7.197 -2.200
H 0.848 -7.412 -2.470
H -0.669 -5.766 -1.416
*
```

=====

Energy above the most stable structure, in hartree: run A 0.0302; run B 0.0000

=====

Run A
The following is a quantum chemistry calculation of the molecule C21H26N2O4, from the Open Molecules 2025 dataset.

Results
SMILES string: CCOC(=O)[C@H]1CCCN(c2c(NCCc3cccc(C)c3)c(=O)c2=O)C1
M: 370.45 g/mol
gap between HOMO and LUMO: 8.22 eV

ORCA input file:
```
! RIJCOSX wB97M-V def2-TZVPD def2/J DEFGRID3
* xyz 0 1
C -3.163 0.661 -2.150
C -2.351 1.930 -1.944
O -1.594 1.893 -0.728
C -2.252 2.161 0.401
O -3.418 2.448 0.451
C -1.335 2.125 1.621
C -2.147 1.786 2.875
C -2.596 0.327 2.831
C -1.390 -0.594 2.648
N -0.654 -0.225 1.455
C -0.701 -1.007 0.369
C -0.229 -0.966 -0.949
N 0.389 -0.065 -1.742
C 1.160 -0.525 -2.878
C 2.459 -1.239 -2.440
C 3.093 -0.495 -1.299
C 3.832 0.661 -1.519
C 4.322 1.387 -0.448
C 4.069 0.976 0.849
C 3.336 -0.179 1.091
C 3.074 -0.651 2.489
C 2.859 -0.904 0.008
C -0.725 -2.318 -1.238
O -0.711 -3.044 -2.208
C -1.224 -2.375 0.188
O -1.783 -3.171 0.911
C -0.171 1.133 1.467
H -2.515 -0.211 -2.172
H -3.887 0.545 -1.347
H -3.697 0.727 -3.093
H -3.013 2.801 -1.915
H -1.605 2.051 -2.731
H -0.921 3.137 1.713
H -1.532 1.959 3.760
H -3.018 2.440 2.925
H -3.289 0.184 2.001
H -3.115 0.066 3.753
H -0.717 -0.497 3.508
H -1.707 -1.633 2.562
H 0.743 0.773 -1.302
H 0.544 -1.217 -3.454
H 1.393 0.348 -3.490
H 2.211 -2.254 -2.127
H 3.135 -1.294 -3.295
H 4.025 0.989 -2.530
H 4.899 2.283 -0.625
H 4.448 1.553 1.680
H 2.128 -1.185 2.547
H 3.863 -1.335 2.802
H 3.060 0.184 3.188
H 2.290 -1.806 0.186
H 0.498 1.250 2.329
H 0.397 1.339 0.563
*
```

=====

Run B
The following is a quantum chemistry calculation of the molecule C21H26N2O4, from the Open Molecules 2025 dataset.

Results
SMILES string: Cc1ccc(OCC(=O)NCCCNC(=O)COc2ccc(C)cc2)cc1
M: 370.45 g/mol
gap between HOMO and LUMO: 8.62 eV

ORCA input file:
```
! RIJCOSX wB97M-V def2-TZVPD def2/J DEFGRID3
* xyz 0 1
C 5.644 3.070 -0.856
C 5.181 1.710 -0.432
C 4.222 1.555 0.557
C 3.796 0.300 0.964
C 4.340 -0.834 0.377
O 3.988 -2.127 0.686
C 2.996 -2.325 1.663
C 1.604 -1.891 1.196
O 0.764 -1.461 1.968
N 1.405 -2.061 -0.118
C 0.162 -1.745 -0.784
C 0.192 -0.402 -1.520
C 0.546 0.774 -0.599
N -0.283 0.818 0.582
C -1.428 1.531 0.616
O -1.803 2.248 -0.285
C -2.198 1.382 1.938
O -3.574 1.616 1.783
C -4.276 0.803 0.942
C -5.607 1.159 0.721
C -6.408 0.392 -0.097
C -5.915 -0.751 -0.720
C -6.797 -1.566 -1.618
C -4.594 -1.098 -0.493
C -3.777 -0.338 0.329
C 5.307 -0.691 -0.616
C 5.718 0.564 -1.010
H 4.917 3.831 -0.584
H 6.589 3.312 -0.368
H 5.806 3.104 -1.931
H 3.787 2.428 1.023
H 3.047 0.229 1.737
H 2.975 -3.405 1.844
H 3.236 -1.822 2.607
H 2.188 -2.362 -0.681
H -0.612 -1.731 -0.014
H -0.067 -2.546 -1.492
H -0.796 -0.232 -1.948
H 0.920 -0.438 -2.333
H 0.388 1.708 -1.142
H 1.593 0.712 -0.291
H -0.068 0.150 1.315
H -1.854 2.160 2.626
H -2.005 0.399 2.392
H -5.985 2.047 1.202
H -7.436 0.684 -0.259
H -7.044 -1.003 -2.518
H -7.731 -1.814 -1.115
H -6.305 -2.489 -1.914
H -4.185 -1.982 -0.963
H -2.754 -0.649 0.478
H 5.723 -1.581 -1.062
H 6.469 0.659 -1.781
*
```

=====

Run C
The following is a quantum chemistry calculation of the molecule C21H26N2O4, from the Open Molecules 2025 dataset.

Results
SMILES string: COc1ccccc1CN1C[C@@H](C(=O)NCCc2ccc(C)o2)CCC1=O
M: 370.45 g/mol
gap between HOMO and LUMO: 8.81 eV

ORCA input file:
```
! RIJCOSX wB97M-V def2-TZVPD def2/J DEFGRID3
* xyz 0 1
C -0.522 -2.439 -3.001
O 0.491 -2.146 -2.070
C 0.168 -2.098 -0.742
C -1.121 -2.253 -0.243
C -1.361 -2.151 1.117
C -0.325 -1.896 1.996
C 0.964 -1.763 1.506
C 1.227 -1.867 0.148
C 2.645 -1.729 -0.345
N 3.151 -0.375 -0.186
C 2.852 0.600 -1.210
C 2.602 2.016 -0.651
C 1.120 2.309 -0.422
O 0.586 3.313 -0.844
N 0.476 1.385 0.321
C -0.938 1.493 0.594
C -1.787 1.153 -0.644
C -3.233 1.100 -0.304
C -4.247 1.990 -0.485
C -5.405 1.398 0.082
C -5.017 0.189 0.573
C -5.768 -0.885 1.277
O -3.696 0.002 0.341
C 3.378 2.243 0.656
C 4.584 1.310 0.729
C 4.088 -0.119 0.759
O 4.448 -0.946 1.574
H -0.030 -2.458 -3.972
H -0.976 -3.416 -2.807
H -1.300 -1.669 -3.008
H -1.949 -2.450 -0.905
H -2.370 -2.265 1.480
H -0.513 -1.814 3.055
H 1.792 -1.589 2.178
H 2.709 -2.020 -1.396
H 3.298 -2.370 0.254
H 3.689 0.649 -1.921
H 1.974 0.255 -1.761
H 2.938 2.737 -1.402
H 0.932 0.514 0.550
H -1.182 0.814 1.412
H -1.151 2.523 0.895
H -1.468 0.180 -1.024
H -1.616 1.913 -1.406
H -4.181 2.945 -0.964
H -6.389 1.818 0.117
H -5.354 -1.051 2.271
H -5.704 -1.822 0.725
H -6.811 -0.598 1.371
H 2.732 2.042 1.514
H 3.697 3.284 0.722
H 5.171 1.492 1.629
H 5.230 1.454 -0.141
*
```

=====

Energy above the most stable structure, in hartree: run A 0.0256; run B 0.0000; run C 0.0045

=====

Run A
The following is a quantum chemistry calculation of the molecule C7H10N2O2, from the Open Molecules 2025 dataset.

Results
SMILES string: CCOC(=O)[C@H](C)/C=N/C#N
M: 154.17 g/mol
gap between HOMO and LUMO: 9.81 eV

ORCA input file:
```
! RIJCOSX wB97M-V def2-TZVPD def2/J DEFGRID3
* xyz 0 1
C 2.212 -1.972 0.692
C 2.137 -1.202 -0.619
O 1.331 -0.019 -0.524
C 0.019 -0.190 -0.460
O -0.542 -1.247 -0.421
C -0.721 1.166 -0.482
C 0.068 2.306 0.148
C -2.039 0.936 0.172
N -2.774 0.006 -0.262
C -3.927 -0.403 0.179
N -4.939 -0.875 0.459
H 2.559 -1.326 1.496
H 1.238 -2.375 0.949
H 2.912 -2.795 0.581
H 1.728 -1.841 -1.406
H 3.121 -0.831 -0.918
H -0.887 1.359 -1.549
H -0.468 3.242 0.003
H 1.052 2.389 -0.304
H 0.196 2.137 1.215
H -2.276 1.538 1.053
*
```

=====

Run B
The following is a quantum chemistry calculation of a cluster of 2 separate species, C7H10N2O2 in total, from the Open Molecules 2025 dataset.

Results
SMILES string: CC(C)=CC#N.NC(=O)C=O
M: 154.17 g/mol
gap between HOMO and LUMO: 9.71 eV

ORCA input file:
```
! RIJCOSX wB97M-V def2-TZVPD def2/J DEFGRID3
* xyz 0 1
C 1.275 -1.710 -0.044
C 1.152 -0.241 0.015
C 1.738 0.316 1.359
C 0.770 0.548 -0.998
C 0.762 1.958 -1.053
N 0.723 3.121 -1.059
H 2.246 -1.875 -0.447
H 0.632 -2.172 -0.702
H 1.107 -2.044 0.862
H 1.057 0.233 2.133
H 2.070 1.334 1.447
H 2.717 -0.219 1.609
H 0.543 0.014 -1.904
N -2.214 -1.125 -0.440
C -2.361 0.214 -0.612
O -2.762 0.792 -1.626
C -1.833 1.088 0.516
O -1.509 0.706 1.589
H -1.715 -1.386 0.351
H -2.579 -1.822 -1.182
H -1.820 2.269 0.187
*
```

=====

Run C
The following is a quantum chemistry calculation of the molecule C7H10N2O2, from the Open Molecules 2025 dataset.

Results
SMILES string: CCCc1cc(C(=O)O)n[nH]1
M: 154.17 g/mol
gap between HOMO and LUMO: 10.37 eV

ORCA input file:
```
! RIJCOSX wB97M-V def2-TZVPD def2/J DEFGRID3
* xyz 0 1
C -2.561 1.345 -0.627
C -2.288 -0.184 -0.332
C -1.439 -0.538 0.858
C 0.084 -0.446 0.483
C 1.090 0.505 0.537
C 2.179 -0.169 -0.014
C 3.524 0.472 0.034
O 3.663 1.580 0.407
O 4.485 -0.282 -0.444
N 1.917 -1.419 -0.333
N 0.695 -1.616 0.125
H -2.754 2.076 0.297
H -3.553 1.591 -1.102
H -1.603 1.836 -1.202
H -3.225 -0.681 0.115
H -1.949 -0.709 -1.291
H -1.715 -1.569 1.050
H -1.659 -0.031 1.774
H 1.116 1.596 0.889
H 3.840 -1.021 -0.947
H 0.155 -2.335 -0.275
*
```

=====

Run D
The following is a quantum chemistry calculation of the molecule C7H10N2O2, from the Open Molecules 2025 dataset.

Results
SMILES string: C[C@H]1C(=O)N[C@@H]2CCC(=O)N21
M: 154.17 g/mol
gap between HOMO and LUMO: 9.98 eV

ORCA input file:
```
! RIJCOSX wB97M-V def2-TZVPD def2/J DEFGRID3
* xyz 0 1
C -1.099 2.034 1.028
C -1.271 1.063 -0.193
C -0.354 1.594 -1.224
O -0.278 2.847 -1.560
N 0.819 0.760 -1.386
C 1.008 -0.177 -0.272
C 1.399 -1.625 -0.576
C 0.418 -2.319 0.396
C -0.774 -1.435 0.578
O -1.903 -1.823 0.953
N -0.425 -0.076 0.242
H -1.414 3.018 0.732
H -0.028 2.034 1.329
H -1.572 1.409 1.839
H -2.418 0.824 -0.159
H 1.668 1.681 -1.396
H 1.862 -0.010 0.205
H 2.367 -1.786 -0.204
H 1.186 -1.883 -1.601
H 0.702 -2.924 1.396
H 0.105 -3.205 -0.128
*
```

=====

Energy above the most stable structure, in hartree: run A 0.0000; run B 0.0307; run C 0.0238; run D 0.0776

=====

Run A
The following is a quantum chemistry calculation of the ion CHClN4OP with charge -1, from the Open Molecules 2025 dataset.

Results
M: 151.47 g/mol
gap between HOMO and LUMO: 6.81 eV

ORCA input file:
```
! RIJCOSX wB97M-V def2-TZVPD def2/J DEFGRID3
* xyz -1 1
C 1.236 -0.681 0.126
N -1.923 1.758 0.726
N -1.583 1.264 -0.272
N 1.745 -0.880 -0.987
N -2.417 2.179 1.630
O -0.861 -0.955 -1.521
P -0.804 -0.486 -0.164
Cl 1.868 -1.015 1.692
H 2.739 -1.186 -1.231
*
```

=====

Run B
The following is a quantum chemistry calculation of a structure of composition CHClN4OP, from the Open Molecules 2025 dataset.

Results
M: 151.47 g/mol
gap between HOMO and LUMO: 8.38 eV

ORCA input file:
```
! RIJCOSX wB97M-V def2-TZVPD def2/J DEFGRID3
* xyz -1 1
C -1.166 -0.557 -1.699
N 0.126 0.092 0.032
N -1.185 -0.009 -0.440
N 0.217 -0.773 -1.924
N 0.961 -0.332 -0.816
O -0.227 -0.248 3.036
P 0.701 0.576 2.314
Cl -0.301 2.357 2.078
H 0.874 -1.106 -2.579
*
```

=====

Run C
The following is a quantum chemistry calculation of the ion CHClN4OP with charge -1, from the Open Molecules 2025 dataset.

Results
M: 151.47 g/mol
gap between HOMO and LUMO: 9.32 eV

ORCA input file:
```
! RIJCOSX wB97M-V def2-TZVPD def2/J DEFGRID3
* xyz -1 1
C 0.222 0.414 0.269
N -0.767 2.202 -0.183
N 0.366 1.718 0.356
N -1.046 0.067 -0.165
N -1.589 1.234 -0.420
O -0.093 -2.170 0.248
P 1.081 -1.070 0.830
Cl 2.453 -0.965 -0.782
H -0.628 -1.429 -0.154
*
```

=====

Energy above the most stable structure, in hartree: run A 0.0960; run B 0.0548; run C 0.0000